#P
{
  "formula": "C58H126N6O10",
  "method": "the ωB97M-V functional and the def2-TZVPD basis",
  "e_homo_ha": -0.28999,
  "smiles": "CC1(C)CCCC(C)(C)N1O.CC1(C)CCCC(C)(C)N1O.CC1(C)CCCC(C)(C)N1O.CC1(C)CCCC(C)(C)N1O.CC1(C)CCCC(C)(C)N1O.CC1(C)CCCC(C)(C)N1O.OCCO.OCCO",
  "homo_lumo_gap_ev": 8.23,
  "symbols": ["O", "O", "O", "O", "O", "O", "O", "O", "O", "O", "N", "N", "N", "N", "N", "N", "C", "C", "C", "C", "C", "C", "C", "C", "C", "C", "C", "C", "C", "C", "C", "C", "C", "C", "C", "C", "C", "C", "C", "C", "C", "C", "C", "C", "C", "C", "C", "C", "C", "C", "C", "C", "C", "C", "C", "C", "C", "C", "C", "C", "C", "C", "C", "C", "C", "C", "C", "C", "C", "C", "C", "C", "C", "C", "H", "H", "H", "H", "H", "H", "H", "H", "H", "H", "H", "H", "H", "H", "H", "H", "H", "H", "H", "H", "H", "H", "H", "H", "H", "H", "H", "H", "H", "H", "H", "H", "H", "H", "H", "H", "H", "H", "H", "H", "H", "H", "H", "H", "H", "H", "H", "H", "H", "H", "H", "H", "H", "H", "H", "H", "H", "H", "H", "H", "H", "H", "H", "H", "H", "H", "H", "H", "H", "H", "H", "H", "H", "H", "H", "H", "H", "H", "H", "H", "H", "H", "H", "H", "H", "H", "H", "H", "H", "H", "H", "H", "H", "H", "H", "H", "H", "H", "H", "H", "H", "H", "H", "H", "H", "H", "H", "H", "H", "H", "H", "H", "H", "H", "H", "H", "H", "H", "H", "H", "H", "H", "H", "H", "H", "H"],
  "coordinates": [[-18.65727, -7.86865, -5.94687], [-17.61609, -14.71581, 0.20442], [-8.46316, -8.13196, -5.67833], [-13.12975, -4.84858, -1.40187], [-18.39714, -12.51631, -1.70532], [-13.54911, -7.08074, 0.71372], [-18.84208, -8.17070, -2.95372], [-15.65085, -15.29096, -4.19431], [-18.14411, -4.32073, 5.36710], [-12.30775, -15.91155, 3.78922], [-14.59856, -14.56195, -4.76782], [-12.05432, -4.06772, -0.87996], [-17.02091, -5.14428, 5.23349], [-14.39034, -8.22348, 0.50066], [-9.64843, -8.49477, -6.35375], [-13.06885, -15.77969, 2.60663], [-10.77393, -8.07365, -4.12280], [-13.45505, -17.09770, 2.06322], [-9.07161, -7.64890, -8.58943], [-14.84558, -5.86607, 6.16240], [-18.26181, -6.90925, -4.96909], [-16.00821, -13.58181, -6.56699], [-19.13258, -6.99599, -3.70082], [-14.88442, -15.78888, -6.89184], [-16.61418, -4.93101, 7.60517], [-11.39575, -7.66375, -7.92075], [-12.34366, -18.11837, 1.72993], [-10.47110, -5.90637, -1.07586], [-12.44975, -2.68245, -0.68881], [-15.17114, -10.70522, -0.69742], [-14.05436, -7.97426, -2.03286], [-12.49889, -14.76052, 1.70991], [-12.00609, -9.15416, -5.97192], [-14.47818, -6.27441, 4.72785], [-12.79978, -12.86252, -4.57561], [-14.43526, -16.87396, 0.91979], [-11.32624, -1.86425, -0.07772], [-9.98779, -7.48213, -7.36528], [-15.86086, -9.38636, -1.00651], [-12.91292, -2.01804, -2.00396], [-12.55697, -13.41218, 2.44604], [-10.10986, -10.37998, -4.96121], [-13.41285, -14.58880, 0.47700], [-16.82689, -5.68966, 3.88537], [-16.53490, -4.60584, 2.84219], [-10.01120, -2.06765, -0.87801], [-14.60710, -10.66508, 0.72367], [-14.05003, -13.51532, -3.90768], [-12.96985, -12.56720, -6.05371], [-15.00622, -12.33888, -3.65834], [-9.66334, -3.56088, -1.00322], [-13.48608, -13.78708, -6.77387], [-15.69885, -6.72727, 3.94640], [-15.97136, -4.82859, 6.20869], [-13.87079, -15.92760, -0.11535], [-10.60012, -9.00058, -5.33342], [-13.68861, -9.43937, 0.92972], [-13.61648, -2.62853, 0.32581], [-18.12931, -6.40031, 3.47186], [-13.35769, -9.32903, 2.39436], [-13.64593, -14.14270, -2.56920], [-18.27457, -13.90546, -1.94748], [-9.73261, -6.01389, -6.85960], [-15.38675, -3.42743, 6.01841], [-14.96701, -8.13847, -0.81948], [-17.16930, -14.55629, -1.12614], [-12.37363, -9.71976, 0.14341], [-14.76826, -14.41278, -6.22180], [-10.81810, -4.46501, -1.51436], [-12.39086, -7.94237, -6.79838], [-10.82715, -4.29881, -3.06086], [-14.33098, -17.70811, 3.19768], [-11.04926, -15.04813, 1.30900], [-15.98307, -6.97873, -0.82627], [-12.91343, -14.94646, -2.66477], [-15.86199, -16.23978, -6.72267], [-14.54931, -11.68529, -2.90693], [-14.51538, -14.54237, -2.04543], [-13.72125, -6.89026, 1.64488], [-11.11349, -7.09144, -4.45064], [-12.81990, -14.03521, -0.25125], [-15.88359, -11.53542, -0.67921], [-18.43651, -5.92167, -5.39562], [-16.87010, -14.92790, 0.77437], [-10.63069, -5.97961, -0.00040], [-15.16832, -11.68669, -4.51502], [-10.49998, -5.37959, -7.30544], [-17.20384, -7.08068, -4.75856], [-7.76928, -8.59451, -6.16074], [-17.35763, -3.91066, 2.68291], [-12.83718, -9.35805, -5.29062], [-11.43843, -8.53660, -8.57546], [-16.61999, -6.83480, -1.69853], [-11.55812, -9.05936, 0.43384], [-16.77679, -9.31167, -0.42101], [-15.52600, -6.00278, -0.64032], [-9.47212, -6.18339, -1.40670], [-8.00604, -7.55429, -8.37484], [-9.05238, -10.44243, -4.69072], [-15.86798, -5.11157, 8.37603], [-11.70571, -4.81206, -3.46361], [-14.71922, -3.18307, 6.84908], [-13.94129, -5.50499, 4.16192], [-11.53482, -16.44578, 3.53962], [-15.07494, -6.71966, 6.79599], [-15.35638, -10.82508, 1.50886], [-16.02007, -12.60720, -6.08179], [-11.04714, -2.31656, 0.88277], [-12.16745, -12.58966, 1.84176], [-14.98599, -16.91237, 3.54950], [-14.43317, -3.31453, 0.09123], [-12.54579, -7.04686, -6.19075], [-13.70692, -13.57885, -7.82569], [-12.50492, -9.66628, -0.93401], [-14.75758, -3.38748, 5.12724], [-15.98110, -13.33465, -7.63515], [-18.01396, -6.86867, 2.49099], [-11.17394, -6.61874, -1.51454], [-10.11660, -11.13893, -5.75244], [-15.38966, -16.42612, 1.21202], [-8.80141, -3.62573, -1.66592], [-18.89942, -6.10262, -3.12109], [-9.21338, -1.50832, -0.38801], [-14.53553, -7.40376, -2.82921], [-20.18538, -7.00250, -3.99360], [-14.00634, -1.61302, 0.36364], [-9.95899, -4.83107, -3.45501], [-11.98763, -12.28513, -6.43549], [-13.18099, -13.38473, -1.93438], [-18.32215, -7.26012, 4.12238], [-18.57304, -8.76296, -5.60699], [-11.65380, -18.16528, 2.57417], [-14.30456, -14.02148, 0.75089], [-13.60691, -13.19908, 2.65595], [-12.82209, -19.09701, 1.71342], [-10.18128, -1.58319, -1.84426], [-13.03848, -16.37914, -0.67128], [-9.26342, -8.59993, -9.08714], [-12.02316, -10.04202, -6.60918], [-9.35481, -6.84941, -9.27805], [-16.66605, -7.17995, 0.00486], [-16.26338, -13.95142, -1.22288], [-13.72932, -7.07398, 4.73848], [-18.78663, -12.39495, -0.83389], [-14.93646, -18.51724, 2.78118], [-15.23831, -16.08351, -3.83344], [-18.01478, -14.07950, -2.99522], [-14.16570, -16.46667, -6.42379], [-16.18470, -2.68656, 5.98452], [-10.95295, -16.01638, 0.81192], [-9.39627, -3.92794, -0.00830], [-14.68620, -17.84809, 0.49393], [-11.53044, -0.80567, 0.05877], [-9.93407, -5.91842, -5.79245], [-8.69743, -5.77055, -7.06777], [-12.57401, -11.90415, -4.10542], [-11.94257, -13.52642, -4.43630], [-11.57087, -8.50842, -3.51619], [-13.90532, -5.38013, 6.43878], [-16.33916, -5.05373, 1.86441], [-19.06615, -8.90665, -3.53216], [-11.75179, -6.77255, -8.43412], [-15.33264, -6.79137, 2.91573], [-13.66808, -11.76150, -6.30347], [-9.87611, -7.91828, -3.52797], [-16.98765, -14.01995, -6.38002], [-15.99450, -12.62243, -3.28884], [-12.16974, -1.74860, -2.75255], [-12.02098, -13.35238, 3.39379], [-19.24738, -14.39983, -1.87996], [-12.88855, -10.23697, 2.78369], [-13.36226, -8.19934, -7.23543], [-18.87897, -4.91555, 5.55642], [-14.44132, -10.94856, -1.47318], [-13.74525, -8.94409, -2.42574], [-18.98582, -5.73132, 3.47771], [-14.23205, -9.13837, 3.02477], [-12.67651, -14.52542, -6.79081], [-13.39658, -1.06612, -1.76418], [-17.13400, -3.98803, 7.79606], [-13.31664, -5.35618, -0.59753], [-13.18251, -7.34609, -1.83997], [-10.68921, -14.30700, 0.59581], [-13.27258, -2.96780, 1.30518], [-11.85463, -17.88417, 0.78855], [-13.81751, -18.10560, 4.07295], [-16.95765, -15.50361, -1.63915], [-14.64948, -15.72861, -7.95262], [-10.42130, -15.09866, 2.19848], [-14.58243, -15.73692, -0.92451], [-16.11964, -9.47517, -2.06527], [-16.07378, -7.67718, 4.32663], [-15.65084, -4.07992, 3.20874], [-12.64298, -8.55502, 2.69568], [-13.63268, -2.67543, -2.49436], [-14.03260, -11.55697, 0.99808], [-10.75055, -10.80729, -4.18515], [-10.84458, -3.26798, -3.39740], [-12.10502, -10.75652, 0.35864], [-17.40632, -5.67884, 7.62654]],
  "lowdin_charge": [-0.07, -0.04, -0.02, -0.03, -0.06, -0.03, -0.07, -0.01, -0.01, -0.01, -0.11, -0.09, -0.12, -0.06, -0.09, -0.10, -0.02, -0.50, -0.05, -0.12, -0.23, -0.02, -0.24, -0.04, -0.04, -0.14, -0.01, -0.02, -0.52, -0.17, -0.03, -0.50, -0.14, -0.18, -0.12, -0.13, -0.14, -0.50, -0.12, -0.03, -0.04, -0.04, -0.12, -0.51, -0.02, -0.17, -0.12, -0.46, -0.19, -0.02, -0.13, -0.15, -0.14, -0.52, -0.19, -0.49, -0.49, -0.03, -0.03, -0.04, -0.04, -0.25, -0.01, -0.03, -0.50, -0.26, 0.00, -0.51, -0.50, -0.18, -0.02, -0.04, -0.01, -0.03, 0.10, 0.08, 0.05, 0.03, 0.08, 0.06, 0.09, 0.10, 0.12, 0.06, 0.09, 0.07, 0.08, 0.12, 0.11, 0.09, 0.12, 0.12, 0.08, 0.08, 0.12, 0.07, 0.09, 0.08, 0.08, 0.08, 0.08, 0.09, 0.11, 0.08, 0.12, 0.13, 0.06, 0.12, 0.07, 0.09, 0.07, 0.11, 0.12, 0.06, 0.07, 0.09, 0.08, 0.05, 0.08, 0.11, 0.12, 0.12, 0.11, 0.09, 0.12, 0.08, 0.08, 0.10, 0.08, 0.09, 0.07, 0.08, 0.12, 0.08, 0.09, 0.10, 0.12, 0.08, 0.10, 0.09, 0.08, 0.09, 0.10, 0.09, 0.08, 0.11, 0.11, 0.09, 0.08, 0.07, 0.12, 0.13, 0.12, 0.05, 0.08, 0.10, 0.13, 0.07, 0.12, 0.07, 0.07, 0.12, 0.09, 0.11, 0.08, 0.08, 0.08, 0.06, 0.09, 0.12, 0.09, 0.11, 0.10, 0.07, 0.06, 0.08, 0.08, 0.13, 0.08, 0.08, 0.06, 0.06, 0.09, 0.08, 0.07, 0.08, 0.11, 0.08, 0.08, 0.07, 0.12, 0.12, 0.07, 0.08, 0.08, 0.08, 0.07, 0.06, 0.07, 0.08]
}

#Q
{
  "formula": "C58H126N6O10",
  "method": "the ωB97M-V functional and the def2-TZVPD basis",
  "e_homo_ha": -0.29115,
  "smiles": "CC1(C)CCCC(C)(C)N1O.CC1(C)CCCC(C)(C)N1O.CC1(C)CCCC(C)(C)N1O.CC1(C)CCCC(C)(C)N1O.CC1(C)CCCC(C)(C)N1O.CC1(C)CCCC(C)(C)N1O.OCCO.OCCO",
  "homo_lumo_gap_ev": 8.25,
  "symbols": ["O", "O", "O", "O", "O", "O", "O", "O", "O", "O", "N", "N", "N", "N", "N", "N", "C", "C", "C", "C", "C", "C", "C", "C", "C", "C", "C", "C", "C", "C", "C", "C", "C", "C", "C", "C", "C", "C", "C", "C", "C", "C", "C", "C", "C", "C", "C", "C", "C", "C", "C", "C", "C", "C", "C", "C", "C", "C", "C", "C", "C", "C", "C", "C", "C", "C", "C", "C", "C", "C", "C", "C", "C", "C", "H", "H", "H", "H", "H", "H", "H", "H", "H", "H", "H", "H", "H", "H", "H", "H", "H", "H", "H", "H", "H", "H", "H", "H", "H", "H", "H", "H", "H", "H", "H", "H", "H", "H", "H", "H", "H", "H", "H", "H", "H", "H", "H", "H", "H", "H", "H", "H", "H", "H", "H", "H", "H", "H", "H", "H", "H", "H", "H", "H", "H", "H", "H", "H", "H", "H", "H", "H", "H", "H", "H", "H", "H", "H", "H", "H", "H", "H", "H", "H", "H", "H", "H", "H", "H", "H", "H", "H", "H", "H", "H", "H", "H", "H", "H", "H", "H", "H", "H", "H", "H", "H", "H", "H", "H", "H", "H", "H", "H", "H", "H", "H", "H", "H", "H", "H", "H", "H", "H", "H", "H", "H", "H", "H", "H", "H"],
  "coordinates": [[-9.44211, 14.39197, 4.42921], [-9.56367, 8.71207, 5.31608], [-6.77576, 3.94528, 3.17194], [-11.67869, 6.55746, 6.60780], [-3.89248, 9.13046, 4.12699], [-10.79790, 9.51461, -1.52158], [-10.84636, 9.82956, 2.94557], [-4.67679, 12.42997, 2.77037], [-1.93323, 4.49084, 8.10890], [-7.78524, 7.38697, 3.65897], [-9.53848, 9.34484, -2.13257], [-9.16102, 14.69857, 5.79266], [-8.13891, 3.57972, 3.22487], [-12.18925, 9.59076, 2.66850], [-2.83673, 5.14289, 8.99539], [-12.31445, 6.27472, 7.82695], [-5.01620, 5.96965, 9.44655], [-12.75299, 11.93073, 3.01789], [-10.28321, 10.69109, -4.14088], [-2.05332, 5.91931, 9.96972], [-11.93049, 7.17577, 3.38738], [-7.43773, 16.29606, 5.11692], [-9.19684, 12.16551, 6.45849], [-11.21122, 3.99316, 7.93490], [-10.11096, 3.08533, 4.51594], [-8.34255, 9.28646, -4.26754], [-14.98392, 8.79676, 2.99659], [-14.58212, 10.27950, 2.94139], [-9.69152, 9.36494, -3.57486], [-10.26764, 3.33111, 2.02046], [-7.54106, 8.16931, -3.62655], [-10.60698, 8.21929, -4.04355], [-7.83069, 14.20570, 8.33386], [-12.73398, 6.68660, 10.14047], [-13.25783, 4.45611, 9.20257], [-12.75271, 5.22383, 10.48079], [-6.75690, 13.92339, 5.28948], [-11.00346, 3.52246, 3.32420], [-1.13068, 4.99248, 10.78173], [-13.32416, 4.36277, 6.67912], [-14.03210, 7.89351, 2.17569], [-9.14235, 5.56199, 2.09932], [-8.70837, 3.68628, 4.57449], [-7.19014, 8.15742, 4.72084], [-1.29525, 7.15284, 9.43220], [-4.77788, 4.27720, 7.72557], [-13.08905, 10.28491, 4.89900], [-8.32222, 9.23355, -0.01129], [-8.19804, 3.63919, 0.71939], [-9.68776, 13.62188, 6.66466], [-11.22727, 13.72760, 6.57653], [-7.33108, 8.41190, -2.16005], [-13.13615, 10.44595, 3.36127], [-9.34567, 14.05460, 8.13884], [-3.97044, 6.66082, 7.26465], [-11.91676, 7.92177, 0.98938], [-4.09371, 10.56016, 4.23506], [-9.04427, 7.10444, -0.94177], [-4.06100, 5.52900, 8.28728], [-8.89570, 4.03275, 2.05953], [-3.10312, 6.45169, 11.00929], [-12.52493, 4.82055, 7.91112], [-7.34397, 15.27984, 7.37281], [-5.09673, 11.17223, 3.25403], [-10.27714, 6.67800, 9.17587], [-11.76779, 7.03196, 8.99336], [-11.87137, 8.50404, 8.65202], [-7.70164, 14.98934, 5.93561], [-8.65196, 5.10269, 5.22803], [-8.32539, 9.24267, 4.96909], [-12.50247, 8.19520, 2.40258], [-7.87847, 2.79106, 5.51441], [-8.62191, 8.52086, -1.34828], [-4.34606, 7.03742, 10.32855], [-6.98147, 12.90825, 5.60260], [-12.90317, 8.87126, 8.57758], [-14.29258, 4.77395, 9.02341], [-9.86671, 7.20700, 10.04598], [-7.86570, 4.47268, 0.10247], [-10.06632, 11.51219, 6.58275], [-0.61768, 6.79787, 8.64950], [-5.31870, 5.13843, 10.08072], [-14.64314, 10.64930, 1.91348], [-12.68066, 4.48203, 5.81072], [-10.70712, 3.99320, 8.90086], [-12.49624, 7.26764, 11.03679], [-14.92546, 8.43076, 4.03024], [-9.85628, 11.51140, -3.55827], [-9.04418, 12.01182, 5.38858], [-7.88172, 16.30381, 4.12417], [-14.26669, 6.88743, 2.52016], [-11.49443, 2.94946, 7.78273], [-13.49045, 12.51647, 3.57214], [-6.66781, 7.62473, -1.78664], [-7.95177, 5.78241, 4.73743], [-3.37719, 7.51227, 7.59735], [-9.61016, 5.62355, 5.12189], [-4.99246, 6.92560, 7.00499], [-5.01194, 7.27391, 11.16407], [-0.17050, 4.82324, 10.29251], [-5.74185, 14.21527, 5.56471], [-10.15322, 10.88464, -5.20320], [-11.40977, 14.70986, 7.02284], [-10.19761, 2.29406, 1.69786], [-11.28696, 4.54931, 3.57113], [-3.42587, 8.98542, 3.29854], [-8.03838, 7.21247, -3.80633], [-11.36421, 10.73031, -3.97517], [-12.02423, 6.89137, 0.63267], [-6.88974, 3.22036, 5.67595], [-11.83295, 4.78210, 10.85442], [-11.56997, 8.21683, -3.52053], [-1.62015, 4.02526, 10.88207], [-8.36614, 2.78120, 6.49379], [-12.45791, 10.99513, 5.44615], [-10.83203, 8.05018, 1.06417], [-10.07429, 7.13938, -0.57643], [-10.88533, 3.89526, 1.31367], [-8.41352, 5.06381, 6.29043], [-10.94089, 7.46074, 3.75110], [-11.93131, 2.96960, 3.49072], [-6.86122, 14.07536, 4.21567], [-10.50260, 4.33624, 7.18238], [-8.45924, 11.87708, 7.19938], [-9.50346, 5.97569, 3.04269], [-9.78634, 13.30949, 8.80057], [-6.25803, 15.37251, 7.45048], [-6.33506, 8.65205, 4.25892], [-8.37112, 9.20949, -5.35388], [-11.38422, 9.27016, 9.25793], [-6.34150, 3.09791, 3.32193], [-11.52903, 8.75096, 7.64062], [-7.77448, 16.19687, 7.78574], [-15.24469, 10.82479, 3.60856], [-1.83077, 5.07578, 7.34049], [-4.13907, 7.98255, 9.82519], [-7.74261, 10.18848, -4.09394], [-12.57578, 6.91321, 4.22788], [-7.54525, 14.40959, 9.36555], [-2.68047, 7.22923, 11.65006], [-4.27818, 10.74430, 5.29337], [-6.10775, 11.23479, 3.67458], [-10.70443, 3.29838, 5.40839], [-8.42233, 10.31846, -0.11960], [-1.96166, 7.92048, 9.05148], [-12.34749, 8.53781, 0.20359], [-5.80204, 4.62797, 7.54520], [-10.75312, 9.36338, 3.80199], [-10.21422, 7.26553, -3.68073], [-14.17453, 5.05140, 6.63866], [-14.34680, 8.07393, 1.14806], [-10.12463, 1.99147, 4.57183], [-5.23352, 10.57703, 2.34694], [-8.78721, 2.94061, 0.13079], [-4.84542, 13.12185, 3.41774], [-13.30218, 3.40049, 9.47005], [-3.39471, 6.33659, 6.39117], [-13.75093, 3.37377, 6.83019], [-12.62575, 12.05513, 1.94576], [-4.95707, 3.55580, 8.51813], [-14.05653, 10.24510, 5.39638], [-0.96657, 5.46834, 11.74722], [-10.90189, 8.23776, -5.09223], [-6.72619, 9.29814, -1.92992], [-12.29447, 7.14991, 6.16099], [-9.77308, 15.04586, 8.30119], [-6.34570, 16.36433, 5.07231], [-8.42609, 6.73757, -0.12661], [-10.68969, 10.26262, -0.92102], [-7.34495, 13.26236, 8.06167], [-7.26393, 3.14972, 1.00369], [-7.88352, 1.73979, 5.22125], [-3.47193, 5.68186, 11.69112], [-11.80709, 6.22268, 2.86874], [-13.71922, 7.00163, 9.79422], [-12.53445, 9.38361, 5.20036], [-11.69463, 13.72447, 5.59529], [-9.71586, 15.26065, 4.11603], [-4.36485, 3.99852, 6.75929], [-7.83139, 9.92953, 5.66889], [-6.61231, 8.13544, -4.20540], [-8.36749, 9.78714, 4.02347], [-9.83569, 5.81352, 1.29893], [-11.71812, 13.03205, 7.25888], [-8.95575, 6.32478, -1.70359], [-7.01958, 7.49704, 5.56669], [-7.66776, 17.26400, 5.56987], [-9.71890, 6.82107, 8.25355], [-9.06806, 8.98573, 0.75025], [-7.91162, 7.90709, 2.86298], [-15.99630, 8.49379, 2.72068], [-0.62172, 7.47265, 10.22739], [-13.62470, 5.05317, 11.11587], [-9.46219, 7.78686, 5.57353], [-7.33256, 9.00076, 0.38041], [-11.82217, 12.26151, 3.48674], [-8.23692, 6.17059, 2.01195], [-3.07781, 10.92220, 4.04909], [-10.00310, 5.69354, 9.56610], [-5.89134, 6.38785, 8.94371]],
  "lowdin_charge": [-0.02, -0.06, -0.01, -0.05, -0.10, -0.01, 0.00, -0.06, -0.02, -0.16, -0.09, -0.09, -0.10, -0.12, -0.10, -0.10, -0.14, -0.02, -0.04, -0.50, -0.02, -0.03, -0.03, -0.04, -0.13, -0.16, -0.18, -0.14, -0.52, -0.13, -0.19, -0.03, -0.18, -0.14, -0.13, -0.16, -0.03, -0.17, -0.03, -0.02, -0.11, -0.03, -0.47, -0.13, -0.03, -0.02, -0.01, -0.03, 0.00, -0.48, -0.04, -0.15, -0.50, -0.13, -0.01, -0.05, -0.21, -0.03, -0.51, -0.45, -0.15, -0.51, -0.16, -0.25, -0.02, -0.48, -0.04, -0.48, -0.02, -0.24, -0.45, -0.04, -0.49, -0.18, 0.06, 0.09, 0.12, 0.09, 0.07, 0.07, 0.08, 0.12, 0.12, 0.06, 0.06, 0.12, 0.10, 0.08, 0.08, 0.07, 0.12, 0.09, 0.08, 0.12, 0.05, 0.07, 0.06, 0.08, 0.11, 0.08, 0.08, 0.08, 0.08, 0.12, 0.08, 0.08, 0.11, 0.07, 0.09, 0.07, 0.11, 0.08, 0.09, 0.08, 0.07, 0.05, 0.06, 0.12, 0.07, 0.07, 0.12, 0.08, 0.05, 0.07, 0.05, 0.12, 0.12, 0.10, 0.12, 0.09, 0.10, 0.06, 0.12, 0.12, 0.09, 0.10, 0.12, 0.08, 0.11, 0.12, 0.12, 0.10, 0.08, 0.09, 0.06, 0.08, 0.07, 0.06, 0.07, 0.09, 0.11, 0.12, 0.12, 0.07, 0.06, 0.12, 0.09, 0.09, 0.08, 0.09, 0.08, 0.08, 0.09, 0.12, 0.07, 0.11, 0.08, 0.05, 0.11, 0.10, 0.07, 0.09, 0.12, 0.06, 0.12, 0.06, 0.07, 0.10, 0.08, 0.10, 0.12, 0.11, 0.07, 0.08, 0.09, 0.11, 0.08, 0.08, 0.06, 0.08, 0.11, 0.08, 0.11, 0.07, 0.08, 0.06, 0.07, 0.12, 0.06, 0.11]
}

Most stable structure - #P; separation to the second - 272.2 kJ/mol.